Record 1
{"formula": "C53H39Br2InN2O4S2", "method": "ωB97M-V with the def2-TZVPD basis set", "homo_lumo_gap_ev": 6.55, "charge": 2, "max_force_ev_per_a": 3.62, "species": ["In", "C", "C", "C", "C", "C", "C", "C", "S", "O", "C", "C", "C", "C", "C", "C", "C", "C", "C", "C", "C", "C", "C", "C", "C", "C", "C", "C", "C", "C", "S", "O", "C", "C", "C", "C", "C", "C", "C", "H", "H", "H", "H", "H", "H", "H", "H", "H", "H", "H", "H", "H", "H", "H", "H", "H", "H", "H", "H", "H", "H", "H", "H", "H", "H", "Br", "C", "C", "C", "C", "C", "C", "N", "C", "C", "C", "C", "C", "C", "N", "H", "H", "H", "H", "H", "H", "H", "H", "H", "Br", "C", "C", "C", "C", "C", "C", "C", "O", "O", "H", "H", "H", "H"], "coordinates": [[-17.528793, -1.857422, -14.772498], [-24.850641, -0.953910, -13.094558], [-23.754111, -0.781718, -14.083866], [-22.712479, 0.141715, -13.886264], [-21.556753, 0.246557, -14.719544], [-21.420733, -0.538721, -15.790683], [-22.520225, -1.377481, -16.121522], [-23.641892, -1.523190, -15.266536], [-19.886469, -0.627446, -16.659841], [-18.893963, -0.327428, -15.457306], [-19.868053, 0.808344, -17.596074], [-20.703429, 1.930672, -17.378457], [-20.472886, 3.158496, -18.026088], [-19.391356, 3.309792, -18.941947], [-19.174173, 4.463170, -19.654431], [-18.119935, 4.531796, -20.534549], [-17.290436, 3.423867, -20.861426], [-17.500714, 2.237262, -20.157874], [-18.594188, 2.155138, -19.202886], [-18.846557, 0.915566, -18.481131], [-18.135241, -0.302521, -18.880592], [-18.753298, -1.032270, -19.984907], [-19.962621, -0.575697, -20.581986], [-20.530124, -1.232442, -21.635356], [-20.013883, -2.455197, -22.106307], [-18.819555, -2.797383, -21.580317], [-18.173034, -2.211938, -20.448357], [-17.017057, -2.775364, -19.779637], [-16.539954, -2.168858, -18.678332], [-17.077515, -0.900144, -18.263930], [-16.199770, 0.062156, -17.000172], [-15.926122, -1.020884, -15.972181], [-14.657324, 0.280456, -17.854262], [-13.565845, -0.569466, -17.681372], [-12.409014, -0.304096, -18.319721], [-12.160733, 1.012138, -18.843070], [-10.785596, 1.356404, -19.487055], [-13.219215, 1.913307, -18.894671], [-14.467575, 1.542617, -18.456478], [-25.812740, -1.248959, -13.553916], [-25.006400, -0.055372, -12.515443], [-24.675152, -1.750965, -12.422942], [-22.711760, 0.787081, -12.999271], [-20.712200, 0.882680, -14.426064], [-22.426948, -2.083324, -16.928491], [-24.442832, -2.208240, -15.464389], [-21.588198, 1.844062, -16.783036], [-21.178214, 3.917869, -17.906148], [-19.787650, 5.356799, -19.633254], [-18.020774, 5.417844, -21.123237], [-16.447264, 3.417186, -21.532164], [-16.929168, 1.338020, -20.487781], [-20.561422, 0.323678, -20.334823], [-21.454553, -0.786509, -21.920352], [-20.429738, -2.975984, -22.946544], [-18.304860, -3.657308, -22.056679], [-16.517956, -3.577226, -20.325596], [-15.663852, -2.504623, -18.030196], [-13.640360, -1.428422, -17.028405], [-11.540872, -0.965434, -18.340519], [-10.946713, 1.903216, -20.457255], [-10.193370, 0.521723, -19.748069], [-10.114172, 1.881887, -18.770961], [-13.135323, 2.832751, -19.498352], [-15.243681, 2.248722, -18.552427], [-11.649967, -6.939255, -15.416341], [-12.905686, -5.661040, -14.812606], [-12.492975, -4.325305, -14.539066], [-13.488026, -3.426258, -14.009833], [-14.811076, -3.784705, -14.010471], [-15.219296, -5.099037, -14.441499], [-14.285467, -6.013965, -14.773207], [-15.806352, -2.810873, -13.603690], [-15.559479, -2.090097, -12.539127], [-16.398835, -0.938778, -12.108178], [-16.217781, -0.320033, -10.905363], [-17.136027, 0.692835, -10.467002], [-18.216609, 0.985199, -11.258551], [-18.356696, 0.343781, -12.469539], [-17.431299, -0.596469, -12.872467], [-11.410816, -4.074971, -14.637629], [-13.168942, -2.419450, -13.707746], [-16.249206, -5.373731, -14.518433], [-14.708865, -6.946966, -15.046367], [-14.699616, -2.305949, -11.878514], [-15.442951, -0.593997, -10.204922], [-16.928943, 1.222972, -9.561339], [-18.846797, 1.760242, -10.942667], [-19.174547, 0.637887, -13.157561], [-20.693587, -6.608766, -19.636351], [-20.778282, -6.081982, -17.850758], [-21.667289, -6.686751, -17.012416], [-21.929427, -6.179565, -15.762449], [-21.151069, -5.097166, -15.233167], [-20.165296, -4.548297, -16.107264], [-20.001157, -5.012075, -17.376284], [-19.249145, -3.501169, -15.620695], [-18.326372, -3.133297, -16.382505], [-19.316150, -3.015836, -14.422934], [-22.255196, -7.568169, -17.403651], [-22.674474, -6.558281, -15.015171], [-21.259781, -4.736272, -14.224577], [-19.228855, -4.635590, -17.977700]], "forces_ev_per_angstrom": [[0.0729, 0.5027, -0.0647], [-1.1417, 0.3151, -0.8649], [1.5396, 0.8048, -0.7783], [0.9006, 0.3832, 0.2318], [-0.7555, 1.2180, 2.9279], [-1.8380, -1.8315, -1.7089], [-0.0299, -0.6876, 0.9306], [1.0707, 0.7297, -0.2865], [-0.1744, -0.7702, 1.5359], [-0.1687, 0.0620, -1.1640], [-0.2199, 1.9815, 0.1753], [0.1178, 1.8679, -0.9194], [0.6435, -3.2078, 0.3741], [-0.6664, -1.8865, 0.9885], [1.1890, 1.3783, -1.4117], [0.1007, -0.5541, -0.8728], [-0.5115, -1.1504, 2.0685], [-0.8365, 0.1528, -0.6299], [1.1282, -0.6716, 0.0049], [0.9649, 1.3366, -1.2904], [-0.2206, -1.4843, -0.8270], [-0.3985, 1.1143, 1.0662], [-0.3012, 0.6162, -0.4517], [-0.4811, -0.4259, 0.9471], [0.2481, 1.7066, -0.0591], [1.9617, -2.5102, -0.0699], [-0.2853, -0.0013, -0.5255], [-0.5739, 0.2941, -1.4996], [1.6318, 0.7524, 1.7411], [0.0574, 0.4171, -0.1603], [-0.5469, -0.2688, -1.8422], [0.2968, -0.7436, 1.4583], [0.5779, 1.5110, 0.6423], [-1.6341, -0.8305, 0.4882], [2.5738, 2.4067, -0.7027], [0.7985, -1.3237, -0.9132], [-1.1622, 1.1266, 0.3031], [0.4292, 0.0427, -1.2786], [0.2035, -1.3171, 0.7165], [0.4486, 0.4105, -0.0978], [-0.0563, 0.2297, 0.1330], [0.6229, -0.8789, 0.8627], [-0.1815, -0.2670, -0.3232], [-0.6606, -0.0420, -0.0677], [-0.0347, 0.0088, -0.4363], [-0.0366, -0.4109, -0.5241], [-0.2147, -0.0536, 0.3835], [-0.8659, 1.2395, 0.2728], [-0.2354, -0.2693, 0.5667], [0.2148, 0.5494, -0.1371], [-0.1563, 0.5370, -0.3810], [-0.5014, 0.7098, 0.7024], [1.1206, -0.4449, 0.4924], [-0.5829, -0.1741, -0.8549], [-0.1664, -0.1920, -0.1307], [-0.3140, 0.3925, 0.5728], [-0.1265, -0.1905, 0.7094], [-1.1873, 0.0618, -1.3633], [-0.2228, -0.2818, -0.2232], [-0.4671, -0.1110, 0.2899], [0.2510, -0.0901, 1.2236], [0.2034, -1.4229, -0.2290], [-0.7540, 0.2524, -0.5674], [0.1969, -0.2956, 0.7767], [-1.0568, 0.5468, -0.0300], [-0.2161, 0.2606, 0.1677], [-0.2701, 1.2206, -0.2474], [-0.8948, -1.2174, 0.7876], [1.9010, -0.3224, -0.9716], [-1.1736, -0.9946, -0.1998], [0.1953, 2.6630, 0.7664], [1.3410, 0.4417, -0.1080], [0.5123, 1.2294, 1.6981], [0.1216, -0.7859, -0.9828], [-0.4325, -0.5648, 0.0613], [-0.6556, 1.3809, 1.8013], [1.5407, -1.6780, -1.0753], [0.9342, -0.3061, 0.0062], [0.9713, -0.9694, -1.1326], [-2.0406, 0.9392, -0.8323], [-1.1770, -0.0242, 0.1989], [-0.2214, -0.4396, -0.2232], [-0.5705, 0.0754, 0.1902], [0.5001, -1.0435, -0.3070], [-0.3750, -0.0419, -0.4933], [0.3034, -0.1202, -0.2426], [-0.0723, 0.0992, 0.4351], [-1.1378, 0.8118, 0.1168], [0.8426, -0.7083, 0.3650], [0.2678, -0.1551, -0.3733], [0.8095, 1.2525, 0.3680], [-2.0318, -1.7873, -0.5929], [0.5615, 1.6283, 3.1844], [0.0615, -1.0371, -2.3640], [-1.2553, 0.0638, 2.3270], [-0.7737, -1.5768, -0.8872], [-0.6188, -0.7786, 1.0581], [1.2154, 0.4860, -0.0877], [0.0783, -0.5990, -0.8039], [0.6806, 1.1174, 0.5820], [0.6234, -0.1371, -1.3237], [-0.1282, 0.0727, 0.0522], [0.7863, 0.6764, -0.8171]]}

---

Record 2
{"formula": "C53H39CaF6N9O5P2S3Se", "method": "ωB97M-V with the def2-TZVPD basis set", "homo_lumo_gap_ev": 4.86, "charge": -2, "relative_energy_ev": 5.463, "max_force_ev_per_a": 1.63, "species": ["Ca", "O", "S", "C", "C", "C", "C", "C", "C", "C", "C", "C", "C", "P", "C", "C", "C", "C", "C", "C", "C", "C", "C", "C", "C", "C", "C", "C", "C", "C", "C", "C", "C", "C", "C", "C", "C", "C", "P", "C", "C", "C", "C", "C", "C", "C", "C", "C", "C", "C", "C", "C", "C", "H", "H", "H", "H", "H", "H", "H", "H", "H", "H", "H", "H", "H", "H", "H", "H", "H", "H", "H", "H", "H", "H", "H", "H", "H", "H", "H", "H", "H", "H", "H", "H", "H", "H", "H", "H", "F", "C", "F", "F", "S", "O", "O", "N", "S", "O", "O", "C", "F", "F", "F", "Se", "N", "C", "N", "C", "N", "N", "N", "N", "C", "N", "N", "H", "H", "H"], "coordinates": [[-2.610802, -0.004765, -0.841944], [-0.795351, -2.921030, 1.701957], [-0.351408, -1.505383, 1.485061], [1.418772, -1.615281, 1.978240], [1.763183, -1.242055, 3.251637], [3.012789, -1.535716, 3.852517], [3.907905, -2.261262, 3.138682], [5.282946, -2.774934, 3.495058], [5.745386, -3.566327, 2.240951], [4.642326, -3.356932, 1.228712], [4.531276, -3.757860, -0.068424], [3.384560, -3.352383, -0.782578], [2.347956, -2.627958, -0.239499], [1.069786, -1.950818, -1.384756], [1.047037, -3.351123, -2.562151], [0.382650, -4.498220, -2.125567], [0.311124, -5.617967, -2.935986], [0.886282, -5.601135, -4.202465], [1.536109, -4.459375, -4.646034], [1.620534, -3.340154, -3.826111], [2.054507, -0.627682, -2.211723], [1.400892, 0.136912, -3.182798], [2.003140, 1.253996, -3.736801], [3.269902, 1.642999, -3.322430], [3.925313, 0.903544, -2.351226], [3.322749, -0.219848, -1.798837], [2.390199, -2.293880, 1.152086], [3.588427, -2.626745, 1.812119], [-0.938173, -0.508732, 2.860018], [-1.536350, -1.242448, 3.847913], [-2.000758, -0.659404, 5.046390], [-1.790722, 0.671451, 5.222880], [-2.098715, 1.566541, 6.402039], [-1.594490, 2.972680, 5.976981], [-0.990369, 2.764588, 4.607782], [-0.322290, 3.613706, 3.784753], [0.076545, 3.137572, 2.515477], [-0.169292, 1.867037, 2.046984], [0.201139, 1.571110, 0.242940], [-0.611756, 2.967447, -0.651434], [-2.201925, 4.421505, -0.275625], [-2.310617, 5.445243, -1.347288], [-1.503027, 5.435906, -2.410061], [-0.541738, 4.387182, -2.860156], [-0.099966, 3.189907, -2.068831], [1.984069, 2.108145, 0.295816], [2.954380, 1.226672, 0.767185], [4.285274, 1.599540, 0.875631], [4.682191, 2.873755, 0.495356], [3.729921, 3.764309, 0.019618], [2.395911, 3.389196, -0.073674], [-0.757910, 0.915103, 2.957244], [-1.171192, 1.426489, 4.201927], [1.046289, -0.706567, 3.856539], [3.208112, -1.200532, 4.863558], [5.252223, -3.401759, 4.387852], [5.960100, -1.946150, 3.711940], [5.869026, -4.628527, 2.461410], [6.704844, -3.206233, 1.865390], [5.305653, -4.327684, -0.567348], [3.335208, -3.599358, -1.839130], [-0.087693, -4.498746, -1.146759], [-0.205505, -6.503789, -2.586397], [0.817772, -6.471820, -4.843027], [1.971927, -4.431917, -5.636722], [2.116806, -2.445675, -4.180477], [0.397269, -0.126769, -3.490036], [1.451736, 1.838456, -4.461610], [3.729327, 2.533375, -3.733571], [4.899881, 1.214177, -1.994114], [3.845856, -0.757406, -1.020679], [-1.648052, -2.305929, 3.678573], [-2.490956, -1.273889, 5.791093], [-1.588440, 1.212656, 7.300601], [-3.166965, 1.570195, 6.623426], [-0.864624, 3.376073, 6.681535], [-2.416972, 3.688674, 5.926143], [-0.121160, 4.643426, 4.056542], [0.572391, 3.839196, 1.860017], [-2.827419, 4.605468, 0.601746], [-3.047749, 6.228848, -1.225316], [-1.605807, 6.268977, -3.103359], [0.202686, 4.805806, -3.557227], [0.933922, 2.858400, -2.237070], [2.669514, 0.224130, 1.061928], [5.011806, 0.885617, 1.246344], [5.721977, 3.169406, 0.566845], [4.021513, 4.763510, -0.281294], [1.671219, 4.109874, -0.431241], [-2.971378, 0.661813, -6.296567], [-2.352688, 1.464862, -5.421342], [-1.053308, 1.223450, -5.476024], [-2.582251, 2.727952, -5.825299], [-3.169475, 1.319962, -3.706318], [-2.113888, 0.252167, -3.013973], [-4.397693, 0.590919, -4.048619], [-1.040108, 3.056620, -3.147065], [-2.536755, 2.701117, -0.811198], [-0.850856, 4.170147, 0.097819], [-2.699646, 1.794456, 0.453831], [-4.614600, 3.068007, -0.823307], [-5.154606, 1.793065, -0.897188], [-5.345288, 3.705357, 0.140628], [-4.994598, 3.653174, -1.997935], [-2.003178, -1.513886, -3.833776], [-6.313141, -3.789532, 2.864261], [-5.511666, -2.953609, 2.789716], [-4.623145, -1.994961, 2.845827], [-3.969021, -1.503572, 1.861359], [-3.272641, -0.980015, 1.085199], [-5.129173, -4.697960, -1.074936], [-5.058272, -3.358850, -1.437357], [-6.078136, -2.717644, -1.962981], [-5.566369, -1.496919, -2.072480], [-4.310659, -1.439146, -1.627368], [-3.999096, -2.656493, -1.230076], [-5.441386, -5.200480, -1.900022], [-4.178645, -4.963394, -0.833858], [-6.072357, -0.653217, -2.504646]], "forces_ev_per_angstrom": [[0.6831, -0.5227, 0.3323], [0.1102, 0.3957, 0.0780], [0.1197, -0.4187, -0.4118], [-0.0793, 0.0563, 0.0941], [0.1131, -0.0002, 0.1550], [-0.1237, 0.0879, -0.0637], [0.0337, -0.0618, -0.0296], [0.0230, -0.0061, -0.0427], [-0.0190, 0.0535, 0.0180], [0.0122, -0.0467, 0.0200], [-0.0735, 0.0663, 0.0037], [0.1766, -0.1551, -0.1184], [-0.0933, 0.0754, 0.0889], [-0.2104, 0.1444, -0.0460], [-0.0286, 0.0365, -0.0550], [-0.0301, 0.0436, -0.0352], [0.0053, -0.0212, -0.0250], [0.0217, 0.0110, 0.0133], [-0.0276, -0.0123, 0.0396], [-0.0690, 0.0261, -0.0653], [0.0190, 0.0088, 0.0700], [-0.0889, -0.0165, 0.0068], [0.0504, -0.0696, -0.1387], [0.0249, -0.1090, 0.0231], [0.0467, -0.0508, -0.1242], [0.0240, -0.1528, -0.1655], [-0.0702, 0.1225, 0.0137], [0.1218, -0.0480, 0.0676], [0.0710, 0.0365, -0.0330], [-0.0811, 0.1104, 0.0540], [-0.0115, -0.1022, -0.0449], [0.0110, 0.0846, 0.0206], [0.0241, 0.0272, -0.0189], [-0.0154, -0.0448, -0.0196], [-0.0024, -0.0823, 0.0522], [0.0184, 0.0356, -0.0979], [0.0342, 0.1430, 0.0368], [-0.0342, -0.1941, -0.0440], [0.4317, 0.2348, 0.1764], [-0.2030, -0.2806, 0.2048], [0.0443, 0.1122, 0.1420], [0.0326, 0.0099, 0.0053], [0.0491, -0.0801, -0.1173], [0.0378, -0.0856, 0.0516], [-0.1883, 0.0886, -0.0337], [-0.1137, 0.0602, 0.0968], [-0.0346, -0.0454, 0.1698], [-0.0201, 0.0873, 0.0679], [-0.0501, -0.0238, 0.0212], [0.0242, -0.0026, -0.0214], [-0.0443, 0.0236, 0.0007], [0.0182, -0.1038, -0.1104], [-0.0309, 0.0898, 0.0911], [0.0096, -0.0549, -0.0075], [0.0099, 0.0073, 0.0151], [0.0035, -0.0095, -0.0054], [-0.0037, 0.0069, 0.0029], [-0.0052, -0.0063, 0.0124], [0.0042, -0.0038, -0.0057], [0.0205, -0.0147, -0.0035], [0.0310, 0.0271, 0.1280], [0.0056, 0.0012, -0.0025], [-0.0078, -0.0033, -0.0004], [-0.0051, -0.0112, -0.0056], [0.0128, -0.0020, -0.0230], [0.0148, 0.0292, -0.0046], [-0.1066, -0.0357, -0.0412], [-0.0816, 0.0357, 0.0148], [0.0053, 0.0234, 0.0002], [-0.0192, -0.0005, 0.0030], [0.0244, -0.0655, 0.0057], [0.0088, -0.0247, -0.0049], [-0.0134, -0.0030, -0.0044], [-0.0010, -0.0019, 0.0065], [-0.0121, -0.0041, -0.0058], [0.0102, -0.0046, 0.0055], [-0.0064, 0.0112, -0.0021], [0.0058, 0.0081, 0.0070], [-0.0289, -0.0266, 0.0223], [0.0433, 0.1021, -0.0170], [-0.0436, -0.0100, -0.0146], [-0.0307, -0.0228, -0.0558], [0.0406, 0.0427, 0.0524], [-0.0570, 0.1180, 0.0666], [0.0227, 0.1449, -0.0437], [0.0180, -0.0257, 0.0096], [0.0232, 0.0081, 0.0025], [0.0081, 0.0126, -0.0017], [-0.0394, -0.0208, -0.0300], [0.0735, 0.0462, -0.0123], [-0.0149, -0.0576, 0.1450], [0.0182, -0.0090, -0.0750], [0.0567, 0.0401, -0.0621], [0.2331, -0.2770, 0.0327], [-0.5680, 0.5415, -1.4268], [0.0544, 0.0719, 0.0228], [0.1877, 0.0666, -0.0239], [-0.1257, 0.2042, 0.2027], [0.0484, 0.0598, 0.0347], [0.1149, 0.7369, -0.0692], [0.1070, -0.2872, -0.0971], [-0.0104, 0.0377, -0.0067], [0.0462, -0.0190, 0.0542], [-0.0051, 0.0930, 0.0761], [0.4157, -0.1247, 0.1381], [-0.1075, -0.1382, -0.0020], [0.0235, -0.0106, -0.1281], [-0.0127, 0.1523, 0.3736], [0.2015, -0.0259, -0.0231], [-0.4635, -0.4737, 0.5304], [-0.0813, 0.0687, -0.1306], [-0.0375, -0.1677, -0.0524], [0.0005, 0.0515, 0.0237], [0.0037, 0.1213, -0.1661], [-0.6331, -0.5824, 0.1254], [-0.0593, 0.1645, 0.0377], [0.1296, -0.0519, 0.0489], [-0.0586, -0.0156, 0.0018], [-0.0363, 0.0231, -0.0006]]}